Computed, not measured: a cluster of 2 separate species, C5H12O2 in total, with wB97M-V/def2-TZVPD.

XYZ file:
```
19
C5H12O2 wB97M-V/def2-TZVPD
C -0.73390 -0.96519 2.57201
C -0.08476 -1.34155 1.24950
C 0.07060 -0.17914 0.29076
O -0.13523 0.96636 0.65522
C 0.50269 -0.49448 -1.12841
C -0.34325 0.24500 -2.16850
H -0.17540 -0.16713 3.06656
H -1.75102 -0.59957 2.40473
H -0.78444 -1.82708 3.24528
H 0.92435 -1.75100 1.40731
H -0.64536 -2.13549 0.74000
H 0.46750 -1.57839 -1.28551
H 1.55021 -0.17834 -1.22761
H -1.41473 0.12642 -1.97208
H -0.09236 1.30758 -2.14828
H -0.13856 -0.13904 -3.17288
O 1.29159 2.82890 -0.98538
H 0.77601 2.30912 -0.34183
H 0.71606 3.57302 -1.20089
```

Values from the calculation:
Energy relative to the best compared isomer or geometry (same formula, charge and spin) ... 0.299 eV
Structure (SMILES) ... CCC(=O)CC.O
Total charge ... 0
Maximum force ... 0.0087 hartree/bohr



Computed, not measured: a structure of composition C13H19B3Br28N2O4 at a distorted geometry, with wB97M-V/def2-TZVPD.

XYZ file:
```
69
C13H19B3Br28N2O4 wB97M-V/def2-TZVPD
C -3.96764 -2.55227 2.50526
N -2.74742 -2.65064 1.70818
C -2.35112 -4.04043 1.45482
C -1.69002 -1.87981 2.24922
O -0.84761 -2.35519 3.01555
C -1.57229 -0.45395 1.80611
B -0.39532 0.20381 2.61158
O 0.81135 0.41509 1.96760
B 1.88761 0.35820 2.86287
N 3.01017 -0.52875 2.71146
O 1.72551 1.15453 4.01124
B 0.60467 0.69554 4.66872
Br 0.76638 0.18054 6.51116
O -0.55718 0.53342 3.95357
H -3.90748 -3.11661 3.44397
H -4.20877 -1.51266 2.73071
H -4.79688 -2.95532 1.92051
H -1.89279 -4.51279 2.32984
H -1.60975 -4.05849 0.65684
H -3.24015 -4.59054 1.14814
H -1.27444 -0.48089 0.75554
H -2.51943 0.08659 1.87004
H 3.53695 -0.39287 1.85493
H 2.71969 -1.50343 2.78871
C -2.65870 2.26608 -1.71535
Br -1.16391 1.97578 -0.53981
Br -4.24392 1.38647 -1.06782
Br -2.95826 4.13900 -2.03102
H -2.41083 1.81574 -2.66531
C 2.18409 4.74102 -1.63164
Br 2.03372 3.41598 -0.25259
Br 0.82169 6.08446 -1.47895
Br 3.94887 5.51330 -1.66358
H 2.03625 4.24157 -2.57854
C -2.74106 -2.95070 -2.49784
Br -2.35180 -1.77778 -3.97591
Br -4.60714 -3.39837 -2.42416
Br -1.63721 -4.52410 -2.54811
H -2.50436 -2.41444 -1.58825
C -0.79666 9.88784 -1.51303
Br -1.39600 11.71306 -1.45625
Br -2.13268 8.72115 -2.26218
Br 0.87950 9.71363 -2.43667
H -0.63507 9.57088 -0.49272
C 4.19133 -4.61581 1.73325
Br 4.44698 -6.14613 2.86484
Br 4.45555 -5.05388 -0.12681
Br 2.49086 -3.76815 2.04594
H 4.94883 -3.89140 1.99594
C 6.99775 4.11418 -3.74673
Br 6.97971 2.35670 -2.96896
Br 8.77643 4.84055 -3.81922
Br 6.14755 4.13419 -5.47114
H 6.41595 4.75305 -3.09824
C -7.78531 -3.57749 -5.65138
Br -7.70561 -4.74233 -4.12006
Br -9.14787 -2.23661 -5.44537
Br -6.07279 -2.79498 -6.04000
H -8.05985 -4.18687 -6.49992
C -0.19041 -7.66917 0.40800
Br 0.00680 -9.33744 1.34488
Br 1.50937 -6.84807 0.04328
Br -1.23712 -7.87477 -1.19337
H -0.73318 -6.99953 1.06003
C 5.22402 4.76576 2.32813
Br 3.88160 3.52175 2.91538
Br 6.09205 5.61831 3.81649
Br 6.49504 3.93590 1.14546
H 4.72175 5.53860 1.76277
```

Values from the calculation:
Total charge ... 0
Maximum force ... 0.0306 hartree/bohr



Computed, not measured: a cluster of 3 separate species, C19H36N3O7S3 in total at a distorted geometry, with wB97M-V/def2-TZVPD.

XYZ file:
```
68
C19H36N3O7S3 wB97M-V/def2-TZVPD
N 4.44278 -2.10619 0.78761
C 3.14831 -2.17489 0.29486
N 2.71304 -3.35432 -0.54739
N 2.13363 -1.05431 0.52899
C 1.81729 -0.90693 2.02219
C 0.44640 0.01456 2.28444
C 0.20985 1.02737 1.01494
C -0.68245 2.37492 1.38226
S -2.55808 2.02482 1.27787
C -3.03026 1.39978 -0.43254
C -4.64206 0.96080 -0.35081
O -5.62739 1.67509 -0.90772
C -4.92040 -0.44846 0.50501
C -5.18441 -0.32253 2.12718
C -5.40932 -1.70161 2.98616
C -5.35530 -3.12211 2.14297
C -5.13179 -3.25373 0.51519
C -4.89851 -1.86888 -0.33096
H 4.54265 -1.20448 1.31621
H 2.76514 -4.24491 -0.00341
H 1.75243 -3.21280 -0.95623
H 2.62546 -0.19375 0.18186
H 2.71469 -0.32210 2.54774
H 1.73285 -1.97613 2.49347
H -0.44446 -0.77664 2.35220
H 0.61262 0.56884 3.31668
H 1.28654 1.44300 0.71061
H -0.20215 0.43118 0.09126
H -0.48509 3.23716 0.60848
H -0.49572 2.68571 2.49885
H -2.73556 1.00635 2.26820
H -2.45325 0.38150 -0.63566
H -2.80921 2.15554 -1.30167
H -5.17037 0.75528 2.61004
H -5.56366 -1.62149 4.15961
H -5.48696 -4.11382 2.75361
H -5.12849 -4.27349 -0.08080
H -4.70722 -1.78819 -1.49352
O -0.20062 -2.95674 -3.28594
S 0.73257 -3.45277 -4.27295
O 1.71810 -2.59545 -4.89970
O -0.09508 -4.23756 -5.43901
C -1.12387 -3.54053 -6.12810
C -0.55344 -2.53559 -7.11197
C 1.57811 -4.86102 -3.60062
H -1.80559 -3.05872 -5.41923
H -1.70560 -4.28715 -6.67892
H -0.02150 -1.73306 -6.59374
H -1.34930 -2.07906 -7.70723
H 0.16374 -3.01747 -7.78429
H 0.84697 -5.53758 -3.15529
H 2.27060 -4.50002 -2.83623
H 2.13410 -5.35547 -4.39906
O 1.81078 3.78808 1.65234
S 2.65827 4.00138 2.80445
O 2.11966 4.36424 4.09956
O 3.83270 5.06257 2.41052
C 3.45588 6.33741 1.90864
C 2.91912 7.23322 3.00988
C 3.69520 2.57722 3.02054
H 2.73161 6.23295 1.09384
H 4.35559 6.79522 1.48420
H 1.98046 6.84415 3.41375
H 2.72804 8.24179 2.63248
H 3.62932 7.29154 3.84101
H 4.13978 2.31009 2.06054
H 3.06728 1.76020 3.38434
H 4.46552 2.80798 3.75843
```

Values from the calculation:
Total charge ... +1
Maximum force ... 0.1730 hartree/bohr



| no. | frontier orbital gap (eV) |
| --- | --- |
| 1 | 10.8 |
| 2 | 9.2 |
| 3 | 8.0 |